1:
30
Properties=species:S:1:pos:R:3:mulliken_charge:R:1 method="wB97M-V/def2-TZVPD" homo_ev=-7.981 molar_mass_g_mol=212.32 e_lumo_ev=0.7207 charge=0 orbital_gap_ha=0.3198
C -3.29 -1.31 3.44 -0.492
C -1.97 -0.99 3.83 -0.523
C -3.57 -1.24 2.08 -0.446
C -1.03 -0.55 2.95 -0.134
C -2.65 -0.81 1.20 0.162
C -1.39 -0.33 1.60 -0.295
C 0.38 2.21 -2.49 -1.514
C 0.85 -2.13 0.88 -0.599
C 3.87 1.30 -3.17 -0.787
C 1.54 1.90 -3.06 0.427
N 1.09 -0.68 0.65 -0.335
N 2.64 1.57 -2.43 -0.084
O -1.06 0.21 -1.02 -0.533
S -0.09 0.31 0.45 0.270
H -3.95 -1.80 4.09 0.417
H -1.82 -0.97 4.87 0.383
H -4.58 -1.21 1.67 0.304
H -0.06 -0.20 3.35 0.371
H -2.90 -0.76 0.08 0.248
H -0.66 0.70 -1.70 0.477
H -0.54 2.60 -3.00 0.333
H 0.42 2.22 -1.37 0.249
H 0.76 -2.62 -0.15 0.223
H -0.10 -2.14 1.44 0.282
H 1.62 -2.48 1.54 0.257
H 3.95 0.24 -3.42 0.257
H 3.72 1.74 -4.20 0.267
H 4.69 1.76 -2.54 0.309
H 1.44 1.55 -4.05 0.299
H 2.69 1.92 -1.50 0.209



2:
30
Properties=species:S:1:pos:R:3:mulliken_charge:R:1 method="wB97M-V/def2-TZVPD" homo_ev="-8.043 / -8.043" molar_mass_g_mol=212.32 e_lumo_ev="-2.4626 / -2.4614" charge=0 orbital_gap_ha="0.2051 / 0.2051"
C -1.57 2.65 0.28 -0.062
C -1.86 1.51 -0.36 0.717
C -0.20 3.30 0.46 0.199
C 1.07 -2.88 0.30 -0.933
C -0.19 -2.17 0.66 -0.256
C 1.94 -2.31 -0.84 -0.568
C 0.23 -0.75 1.02 -1.194
C 2.31 -0.91 -0.34 -1.150
C 1.13 0.04 0.01 0.057
C -3.33 1.11 -0.45 -1.413
N -1.24 0.92 -1.44 -0.176
N 0.71 2.84 -0.30 -0.556
O -0.20 4.33 1.17 -0.731
S 0.20 0.41 -1.67 0.242
H -2.31 3.13 0.87 0.355
H 1.63 -2.76 1.26 0.331
H 0.94 -3.88 0.14 0.540
H -0.76 -2.22 -0.33 0.162
H -0.70 -2.83 1.42 0.325
H 2.70 -2.90 -1.13 0.482
H 1.28 -2.13 -1.72 0.187
H -0.60 -0.05 1.11 0.362
H 0.63 -0.62 1.98 0.601
H 3.06 -0.87 0.43 0.420
H 2.73 -0.31 -1.21 0.390
H 1.56 0.93 0.48 0.492
H -3.27 -0.01 -0.77 0.322
H -3.71 1.71 -1.32 0.302
H -3.79 1.37 0.52 0.390
H 1.59 3.34 -0.24 0.161



Going by the energies, 1 is most stable and the next is 24.3 kcal/mol up.